Entry 1:
This record from the Open Molecules 2025 dataset describes C20H14BrN3Yb as an isolated structure. The level of theory is ωB97M-V with the def2-TZVPD basis set.

```
! RIJCOSX wB97M-V def2-TZVPD def2/J DEFGRID3
* xyz 2 1
Br 0.294 -4.953 -2.327
C -0.274 -3.327 -1.396
C -0.773 -3.434 0.008
N -1.202 -2.406 0.782
C -1.066 -1.210 0.080
C -1.453 0.056 0.800
C -1.940 -0.028 2.307
C -0.686 0.398 3.166
C -0.673 1.539 4.100
C 0.569 1.893 4.836
C 1.793 1.102 4.609
C 1.795 -0.128 3.638
C 0.551 -0.423 2.950
C -1.408 1.376 0.201
C -0.910 1.486 -1.215
C -0.489 0.289 -1.935
C 0.058 0.481 -3.379
C -0.772 1.064 -4.464
C -0.136 1.225 -5.778
N 1.137 0.882 -6.135
C 1.884 0.368 -5.112
C 1.458 0.119 -3.731
C -0.579 -1.076 -1.300
N -0.190 -2.165 -2.074
H -0.827 -4.464 0.456
H -2.817 0.637 2.511
H -2.234 -1.078 2.593
H -1.601 2.151 4.262
H 0.641 2.748 5.545
H 2.764 1.405 5.154
H 2.709 -0.803 3.433
H 0.526 -1.292 2.237
H -1.746 2.248 0.810
H -0.853 2.514 -1.657
H -1.830 1.395 -4.295
H -0.777 1.671 -6.587
H 2.945 0.088 -5.361
H 2.132 -0.322 -2.961
Yb 3.979 -0.027 5.230
*
```

The calculation puts the LUMO energy at -9.72 eV. The orbital gap comes out at 2.91 eV. Its energy is -4666.68395 Eh.



Entry 2:
This record from the Open Molecules 2025 dataset describes C20H14Cl2EuN5S as an isolated structure. The level of theory is ωB97M-V with the def2-TZVPD basis set.

```
! RIJCOSX wB97M-V def2-TZVPD def2/J DEFGRID3
* xyz 1 8
Eu 0.319 0.271 -0.803
N 3.790 1.966 1.986
C 2.932 1.836 0.987
N 1.875 1.055 1.005
C 1.615 0.317 2.179
N 0.628 -0.527 2.269
N -0.228 -0.650 1.240
C -0.936 -1.735 1.148
C -1.856 -1.897 0.030
C -2.694 -3.010 -0.063
C -3.566 -3.129 -1.136
C -3.604 -2.109 -2.078
C -2.742 -1.030 -1.930
N -1.864 -0.921 -0.926
C 2.503 0.446 3.310
C 2.312 -0.252 4.510
C 3.209 -0.095 5.543
C 4.330 0.721 5.394
C 4.558 1.397 4.211
C 3.634 1.279 3.180
H 4.586 2.591 1.900
H 3.115 2.431 0.092
H -0.854 -2.525 1.893
H -2.653 -3.771 0.702
H -4.206 -3.995 -1.233
H -4.281 -2.149 -2.915
H -2.774 -0.206 -2.638
H 1.467 -0.915 4.593
H 3.050 -0.612 6.477
H 5.035 0.817 6.204
H 5.442 2.005 4.084
Cl 1.635 0.908 -2.995
C 2.754 -0.409 -3.336
C 3.531 -0.282 -4.476
C 4.444 -1.275 -4.781
C 4.602 -2.357 -3.932
C 3.818 -2.475 -2.796
Cl 4.027 -3.810 -1.744
C 2.840 -1.510 -2.484
S 1.802 -1.799 -1.095
H 3.417 0.579 -5.115
H 5.036 -1.204 -5.679
H 5.330 -3.124 -4.145
*
```

The calculation puts the LUMO energy (spin up / spin down) at -3.21 / -6.19 eV. The expectation value of S² is 15.810. The orbital gap (spin up / spin down) comes out at 5.50 / 1.89 eV. Its energy is -3072.88936 Eh.



Entry 3:
This record from the Open Molecules 2025 dataset describes a 15-piece molecular cluster, C20H14Cl56NSSi overall. The level of theory is ωB97M-V with the def2-TZVPD basis set.

```
! RIJCOSX wB97M-V def2-TZVPD def2/J DEFGRID3
* xyz 1 1
C 3.055 1.769 1.241
Si 2.645 0.667 -0.200
C 3.341 -1.024 0.169
C 3.333 1.333 -1.790
C 0.738 0.698 -0.292
C -0.101 0.211 -1.454
S -1.786 0.766 -0.910
C -1.344 0.271 0.649
N -0.058 0.212 0.856
H 2.922 2.816 0.972
H 2.305 1.562 2.013
H 4.046 1.564 1.637
H 4.428 -0.932 0.238
H 2.984 -1.401 1.131
H 3.076 -1.754 -0.599
H 2.856 0.865 -2.657
H 4.397 1.096 -1.851
H 3.205 2.414 -1.880
H 0.524 1.786 -0.247
H -0.208 -0.877 -1.460
H 0.230 0.574 -2.425
H -2.038 0.001 1.438
H 0.341 -0.128 1.720
C -4.918 -1.514 -3.161
Cl -5.868 -2.737 -3.992
Cl -5.576 0.086 -3.501
Cl -4.935 -1.803 -1.419
Cl -3.228 -1.595 -3.702
C 6.677 3.656 -0.145
Cl 7.215 4.191 -1.730
Cl 5.077 4.343 0.191
Cl 6.590 1.884 -0.120
Cl 7.807 4.186 1.096
C -6.086 -0.532 2.578
Cl -4.562 -0.073 1.761
Cl -6.183 -2.288 2.640
Cl -6.065 0.132 4.203
Cl -7.437 0.115 1.660
C 3.355 2.662 5.246
Cl 2.234 3.812 5.988
Cl 4.634 2.282 6.389
Cl 2.474 1.193 4.783
Cl 4.066 3.383 3.802
C -4.395 -1.007 -7.728
Cl -6.141 -1.088 -7.925
Cl -3.615 -0.671 -9.267
Cl -3.964 0.285 -6.586
Cl -3.822 -2.561 -7.106
C 1.468 -0.430 -4.903
Cl 0.023 -1.099 -5.647
Cl 2.827 -0.557 -6.008
Cl 1.190 1.273 -4.497
Cl 1.837 -1.329 -3.414
C 0.090 -1.637 -10.940
Cl -0.784 -0.180 -11.426
Cl 1.230 -2.085 -12.206
Cl 0.968 -1.315 -9.437
Cl -1.051 -2.957 -10.676
C 8.018 4.881 6.297
Cl 8.199 4.329 4.624
Cl 6.421 5.600 6.514
Cl 8.202 3.509 7.395
Cl 9.256 6.083 6.649
C -1.067 0.245 7.306
Cl -1.840 -0.200 5.767
Cl -2.307 0.768 8.442
Cl -0.214 -1.154 7.952
Cl 0.078 1.555 7.017
C 4.940 -2.381 4.279
Cl 3.281 -2.657 3.697
Cl 6.077 -2.736 2.977
Cl 5.103 -0.698 4.775
Cl 5.250 -3.440 5.648
C -2.585 -4.129 1.035
Cl -2.265 -4.307 2.764
Cl -2.419 -2.388 0.636
Cl -1.420 -5.025 0.074
Cl -4.205 -4.683 0.669
C -7.188 3.007 -9.088
Cl -8.641 3.535 -8.235
Cl -6.509 4.359 -9.994
Cl -5.998 2.424 -7.917
Cl -7.599 1.700 -10.200
C 1.399 -7.598 2.610
Cl 0.188 -6.368 3.001
Cl 1.526 -8.749 3.935
Cl 0.908 -8.438 1.136
Cl 2.960 -6.814 2.349
C -7.518 2.253 7.359
Cl -7.026 3.940 7.507
Cl -8.333 2.011 5.809
Cl -6.081 1.217 7.437
Cl -8.611 1.834 8.673
*
```

The calculation puts the LUMO energy at -3.70 eV. The orbital gap comes out at 8.80 eV. Its energy is -27283.28767 Eh.



Entry 4:
This record from the Open Molecules 2025 dataset describes an isolated molecule of C20H14F4N2O2. The level of theory is ωB97M-V with the def2-TZVPD basis set.

```
! RIJCOSX wB97M-V def2-TZVPD def2/J DEFGRID3
* xyz 0 1
F 5.835 -1.745 -1.051
C 5.217 -0.541 -0.769
C 5.991 0.622 -0.849
C 5.340 1.833 -0.551
F 6.050 3.023 -0.622
C 4.001 1.890 -0.176
C 3.203 0.697 -0.157
C 1.780 0.743 0.095
C 0.974 -0.315 0.193
C -0.461 0.010 0.752
C -1.215 -1.263 1.141
C -2.640 -1.391 1.287
C -3.227 -2.586 1.705
F -4.584 -2.656 1.964
C -2.464 -3.761 1.947
C -1.083 -3.620 1.786
F -0.264 -4.672 2.172
C -0.503 -2.425 1.335
C 3.870 -0.533 -0.418
H 7.028 0.612 -1.108
H 3.501 2.844 0.069
H 1.403 1.755 0.305
H 1.367 -1.345 0.087
H -0.197 0.856 1.356
H -3.322 -0.564 1.170
H -2.940 -4.716 2.285
H 0.563 -2.439 1.311
H 3.329 -1.488 -0.392
C -3.040 0.859 -2.958
N -2.687 1.230 -1.548
C -1.673 0.543 -0.981
O -0.863 -0.176 -1.558
N -1.585 0.704 0.365
C -2.135 1.904 1.090
O -1.623 2.277 2.127
C -3.016 2.669 0.317
C -3.258 2.319 -0.951
H -3.729 1.679 -3.224
H -2.120 0.856 -3.604
H -3.592 -0.122 -2.948
H -3.331 3.612 0.666
H -3.900 2.822 -1.660
*
```

The calculation puts the LUMO energy at -0.04 eV. Its SMILES is Cn1ccc(=O)n([C@H](/C=C/c2cc(F)cc(F)c2)c2cc(F)cc(F)c2)c1=O. The orbital gap comes out at 8.65 eV. Its energy is -1429.87819 Eh.



Entry 5:
This record from the Open Molecules 2025 dataset describes an isolated molecule of C20H14IN3O2. The level of theory is ωB97M-V with the def2-TZVPD basis set.

```
! RIJCOSX wB97M-V def2-TZVPD def2/J DEFGRID3
* xyz 0 1
O -2.098 -1.447 2.337
I -0.862 -7.079 1.973
N 0.231 -1.426 -0.879
N -3.355 0.703 0.062
O -0.434 0.728 -1.453
C -1.420 -1.462 1.295
C -0.451 -0.349 -0.592
C -4.148 1.785 0.231
C -2.162 0.701 0.671
C -3.784 2.918 0.975
C -1.706 1.776 1.446
C -2.508 2.894 1.565
C 3.957 2.687 -0.135
C 3.841 1.317 -0.150
C 3.040 3.444 -0.829
C 0.559 -4.989 -0.016
C 0.829 -3.748 -0.614
C -0.967 -3.945 1.542
C 2.815 0.707 -0.886
C 2.005 2.853 -1.500
C -0.357 -5.087 1.075
C 0.177 -2.596 -0.164
C -0.729 -2.702 0.907
C 1.856 1.485 -1.525
N -1.293 -0.372 0.500
C 0.695 0.897 -2.318
H -5.088 1.836 -0.314
H -4.449 3.764 1.175
H -0.731 1.713 1.919
H -2.179 3.684 2.181
H 4.836 3.133 0.306
H 4.535 0.673 0.441
H 3.156 4.515 -0.904
H 1.049 -5.886 -0.383
H 1.521 -3.681 -1.447
H -1.649 -3.943 2.379
H 2.660 -0.378 -0.883
H 1.262 3.441 -2.065
H 0.332 1.497 -3.164
H 1.012 -0.060 -2.762
*
```

The calculation puts the LUMO energy at 0.23 eV. Its SMILES is O=c1c2cc(I)ccc2nc(OCc2ccccc2)n1-c1ccccn1. The orbital gap comes out at 8.75 eV. Its energy is -1382.98502 Eh.



- Which of these has the highest energy?
  C20H14IN3O2